Record 1
Here is C32H20DyF12N4O4 as an isolated structure from the OMol25 dataset. Energies are from ωB97M-V/def2-TZVPD.

The molecular weight comes out at 915.01 g/mol. Its spin multiplicity is 6. Its LUMO energy (alpha / beta) is 1.488 / 1.485 eV. Its charge is -1. For the orbital gap (alpha / beta), the calculation gives 0.1961 / 0.1966 Eh.

```
73
Properties=species:S:1:pos:R:3:forces:R:3
Dy -17.456 2.888 -10.182 -0.32 0.88 2.44
C -13.362 -2.721 -8.896 -0.29 -0.39 0.37
C -14.419 -1.647 -8.734 -0.14 -0.08 0.54
C -14.552 -0.939 -7.511 -0.84 -0.30 -1.33
C -15.537 0.031 -7.390 0.26 -0.60 -0.46
C -16.433 0.379 -8.433 0.45 0.18 -0.51
N -17.257 1.479 -8.307 -0.63 0.04 -0.32
C -17.788 1.908 -7.087 -0.01 -0.15 0.20
C -18.064 0.948 -6.064 0.32 0.60 -0.19
C -18.417 1.292 -4.766 -0.01 1.24 -0.35
C -18.592 2.640 -4.432 0.30 -0.11 -0.32
C -18.998 3.113 -3.046 -0.07 0.18 -0.06
C -18.421 3.578 -5.456 -0.55 -0.27 0.34
C -18.122 3.288 -6.785 0.40 -0.36 0.13
C -18.120 4.534 -7.743 0.47 0.19 0.22
O -19.666 3.220 -9.045 1.05 -0.13 -0.62
C -19.928 5.994 -7.010 -1.33 0.46 0.47
F -20.272 6.453 -5.765 0.84 -0.35 -0.74
F -20.826 4.952 -7.232 1.86 1.27 0.14
F -20.308 7.009 -7.852 0.85 -1.23 0.78
C -16.403 6.269 -8.987 -0.42 0.90 0.47
F -16.580 6.094 -10.319 -0.09 -0.25 0.41
F -15.146 6.783 -8.887 -0.25 -0.74 0.20
F -17.205 7.290 -8.607 0.05 -0.22 -0.21
C -16.254 -0.329 -9.699 0.62 -0.66 1.00
C -15.288 -1.349 -9.787 0.03 0.70 0.93
C -16.796 0.235 -10.997 0.22 -0.60 -0.83
O -16.305 1.517 -11.096 0.22 -1.15 -1.20
C -18.367 0.184 -11.057 -1.80 0.71 0.47
F -18.964 0.186 -9.866 0.34 -0.47 0.08
F -18.843 1.383 -11.610 0.29 -0.43 -0.49
F -18.965 -0.790 -11.747 0.78 0.04 -0.22
C -16.341 -0.478 -12.345 0.77 -0.72 -0.68
F -16.891 0.059 -13.465 -0.41 0.29 0.83
F -16.595 -1.810 -12.439 -0.33 0.38 0.45
F -15.020 -0.368 -12.553 0.03 0.30 0.50
H -12.826 -2.868 -7.935 -0.20 0.03 -0.62
H -13.822 -3.690 -9.184 0.27 0.44 0.19
H -12.641 -2.466 -9.676 0.05 0.02 0.09
H -13.932 -1.199 -6.659 0.15 0.17 -0.10
H -15.586 0.607 -6.491 -0.10 0.19 0.37
H -17.913 -0.094 -6.316 0.01 0.04 0.00
H -18.527 0.578 -3.976 -0.14 -0.64 0.10
H -18.933 2.310 -2.300 -0.01 0.11 -0.21
H -18.368 3.950 -2.688 -0.24 -0.37 -0.23
H -20.042 3.478 -3.058 0.41 -0.15 0.07
H -18.594 4.600 -5.159 0.04 0.14 -0.15
H -15.180 -1.886 -10.715 0.15 -0.08 0.02
O -18.571 5.711 -7.038 -2.62 0.29 0.09
C -19.103 4.349 -8.934 -0.99 0.10 -0.87
N -19.217 5.344 -9.782 0.53 -0.45 -1.21
C -19.805 5.360 -11.048 -2.76 0.81 1.66
O -20.939 5.846 -11.297 2.80 -1.06 0.59
C -18.993 4.899 -12.227 0.27 -0.93 -1.25
C -19.494 5.157 -13.507 -0.14 0.01 -0.06
C -18.762 4.837 -14.649 0.99 -0.25 1.14
C -17.476 4.271 -14.473 -0.81 0.40 0.65
C -17.080 3.966 -13.165 -0.82 -0.07 -0.35
N -17.870 4.167 -12.090 0.06 1.76 -1.13
C -16.583 4.948 -8.091 1.22 -0.13 -0.20
C -15.880 5.190 -6.761 0.28 0.00 0.70
C -14.804 4.497 -6.298 -1.74 0.10 -1.74
C -14.245 3.545 -7.224 0.96 -0.35 0.05
C -14.735 3.412 -8.494 -0.15 -0.13 1.38
N -15.927 3.924 -8.870 -0.19 0.51 -1.29
H -20.501 5.560 -13.549 0.28 0.22 -0.10
H -19.158 5.084 -15.619 -0.01 -0.14 -0.23
H -16.818 4.046 -15.302 -0.04 0.07 0.03
H -16.120 3.520 -12.944 -0.01 -0.25 -0.16
H -16.370 5.946 -6.188 -0.04 0.40 0.57
H -14.398 4.629 -5.298 -0.13 0.11 -0.26
H -13.446 2.908 -6.879 0.40 0.09 -0.28
H -14.198 2.815 -9.236 -0.40 -0.12 0.27
```
Forces are in eV/Å.

Record 2
Here is C32H26BrClN4O7ReS2 as an isolated structure from the OMol25 dataset. Energies are from ωB97M-V/def2-TZVPD.

The molecular weight comes out at 944.28 g/mol. As for the energy above the lowest of the compared OMol25 structures with the same formula, charge and spin: 51.4 kJ/mol. Its spin multiplicity is 4. Its LUMO energy (alpha / beta) is -1.016 / -1.484 eV. For the orbital gap (alpha / beta), the calculation gives 0.2754 / 0.2545 Eh.

```
74
Properties=species:S:1:pos:R:3:forces:R:3
Re 0.657 -0.239 -0.075 0.01 0.60 -0.68
C 2.250 -2.972 -3.040 0.04 0.02 -0.02
C 1.978 -1.868 -2.082 -0.05 -0.07 0.03
N 0.946 -1.845 -1.304 -0.01 0.32 0.09
N -0.019 -2.826 -1.314 -0.06 -0.23 -0.02
C -1.034 -2.422 -0.592 0.13 0.17 0.00
O -1.076 -1.260 0.001 -0.06 -0.07 0.06
C -2.211 -3.291 -0.417 -0.03 -0.07 -0.01
C -3.387 -2.743 0.088 0.03 -0.01 0.04
C -4.499 -3.549 0.270 -0.01 -0.01 0.01
C -4.436 -4.901 -0.041 0.00 0.01 0.00
C -3.260 -5.449 -0.537 0.01 0.01 0.00
C -2.148 -4.647 -0.729 -0.03 0.01 -0.04
C 2.842 -0.682 -1.973 -0.16 -0.04 -0.10
C 3.889 -0.456 -2.815 0.04 0.08 0.00
C 4.596 0.758 -2.685 -0.06 0.05 -0.12
C 4.204 1.676 -1.765 -0.17 0.19 -0.13
C 3.095 1.405 -0.914 1.92 -1.40 1.02
N 2.509 0.204 -0.979 -0.30 -0.10 -0.13
H 1.493 -3.743 -2.945 0.00 0.00 0.00
H 2.247 -2.587 -4.062 -0.02 -0.01 0.00
H 3.238 -3.396 -2.849 0.00 -0.01 0.00
H -3.416 -1.690 0.337 0.00 0.00 -0.01
H -5.414 -3.122 0.657 0.00 0.00 0.00
H -5.306 -5.529 0.103 0.00 0.00 0.01
H -3.211 -6.504 -0.773 0.00 0.00 0.00
H -1.226 -5.060 -1.115 0.00 0.01 0.00
H 4.160 -1.180 -3.569 -0.01 -0.02 0.02
H 5.448 0.954 -3.323 0.01 0.00 0.01
H 4.704 2.627 -1.652 0.08 -0.05 0.05
H 3.134 1.836 0.079 -0.71 0.54 -0.19
O -0.085 2.896 2.823 0.07 -0.04 -0.01
S 0.526 2.823 1.530 -0.20 0.24 -0.34
O 1.902 3.220 1.433 -0.01 -0.01 -0.01
O 0.302 1.458 0.920 0.09 -0.31 0.63
C -0.499 3.805 0.421 0.10 0.04 0.03
C -1.270 4.772 1.045 -0.02 -0.03 0.04
C -2.146 5.566 0.317 -0.01 -0.01 -0.05
C -2.263 5.391 -1.050 0.02 0.02 0.05
C -1.487 4.434 -1.690 0.01 0.05 0.01
C -0.602 3.646 -0.971 -0.16 -0.16 -0.04
S 0.380 2.511 -1.944 0.04 0.34 0.26
O 0.241 2.865 -3.324 -0.22 -0.08 0.05
O 1.715 2.718 -1.378 -0.26 0.51 -0.47
O -0.110 1.129 -1.664 0.04 -0.35 -0.15
H -1.200 4.875 2.119 0.01 0.00 0.00
H -2.741 6.311 0.830 0.00 0.00 -0.01
H -2.948 5.997 -1.628 0.00 0.01 0.01
H -1.544 4.304 -2.761 0.00 -0.03 0.00
Br -3.128 1.708 1.813 -0.01 0.03 0.00
C -2.977 0.124 2.847 -0.08 -0.03 -0.07
C -4.035 -0.218 3.682 -0.01 -0.03 -0.01
C -3.957 -1.432 4.340 -0.02 0.02 0.01
C -2.850 -2.243 4.132 0.02 -0.01 -0.01
C -1.851 -1.782 3.294 0.05 0.04 0.08
N -1.901 -0.604 2.668 -0.02 -0.02 0.04
H -4.882 0.441 3.791 0.00 0.00 0.00
H -4.757 -1.745 4.998 0.00 0.00 0.00
H -2.760 -3.208 4.610 0.00 0.00 0.00
H -0.964 -2.379 3.109 0.00 0.00 0.01
Cl 7.101 0.691 2.344 0.02 0.01 0.00
C 5.473 0.102 2.166 -0.02 -0.01 -0.01
C 5.248 -1.069 1.459 -0.02 0.00 0.00
C 3.949 -1.524 1.308 0.01 0.02 -0.03
C 2.867 -0.829 1.850 0.00 -0.03 0.06
C 1.463 -1.268 1.580 -0.03 -0.11 0.00
C 3.129 0.330 2.577 0.00 0.01 -0.03
C 4.424 0.803 2.733 0.01 0.00 -0.01
H 6.082 -1.611 1.033 0.00 0.00 0.00
H 3.766 -2.433 0.743 0.01 -0.01 0.02
H 0.796 -1.026 2.413 0.03 0.04 0.01
H 1.419 -2.349 1.408 -0.02 0.00 0.03
H 2.309 0.889 3.013 0.00 0.00 0.00
H 4.613 1.716 3.280 -0.01 0.00 0.01
```
Forces are in eV/Å.

Record 3
Here is C7H7ClN2P2 in the gas phase from the OMol25 dataset. Energies are from ωB97M-V/def2-TZVPD.

The molecular weight comes out at 216.55 g/mol. As for the energy above the lowest of the compared OMol25 structures with the same formula, charge and spin: 15.2 kJ/mol. Its LUMO energy is -0.384 eV. The structure (SMILES) is N#Cc1ccc(C(P)(P)Cl)nc1. For the orbital gap, the calculation gives 0.3385 Eh.

```
19
Properties=species:S:1:pos:R:3:forces:R:3
N -2.838 -2.897 4.221 1.41 1.68 -1.32
C -2.182 -2.203 3.543 -1.38 -1.93 1.65
C -1.389 -1.495 2.576 -0.90 -0.83 1.06
C -0.602 -2.289 1.719 1.09 1.14 0.32
C 0.045 -1.616 0.704 -1.38 -0.78 1.28
C -0.102 -0.248 0.728 1.27 0.89 -1.07
C 0.864 0.504 -0.125 -0.13 0.43 -1.93
P 1.580 -0.645 -1.579 0.97 3.71 -0.14
P 0.270 2.283 -0.571 1.04 0.07 1.21
Cl 2.303 0.881 0.833 0.85 -0.05 0.63
N -0.808 0.507 1.531 -1.17 -0.42 1.79
C -1.510 -0.115 2.509 1.83 -0.82 -2.64
H -0.206 -3.252 2.018 -1.01 -0.45 -0.19
H 0.633 -2.134 -0.026 0.36 -0.14 0.08
H 0.395 -1.036 -2.029 -2.23 -1.00 -0.57
H 1.409 0.503 -2.561 0.75 -1.25 0.96
H 0.222 2.706 0.865 0.04 -0.33 -1.60
H -1.095 2.068 -0.596 -0.73 -0.30 -0.13
H -2.058 0.482 3.185 -0.67 0.38 0.60
```
Forces are in eV/Å.